DFT (wB97M-V/def2-TZVPD) results for a molecular structure, C40H43LuN5O8S2.

Element x y z (Å)
Lu -1.115 -0.812 0.195
O -0.811 -1.446 2.508
S -0.455 -1.127 3.931
C 1.074 -0.079 3.849
C 2.068 -0.638 2.842
C 2.685 0.455 1.966
C 3.563 -0.137 0.880
S 2.596 -1.413 -0.065
O 1.255 -0.790 -0.305
C 3.514 -1.210 -1.621
C 4.865 -1.518 -1.688
C 5.537 -1.346 -2.887
C 4.858 -0.894 -4.008
C 3.502 -0.622 -3.940
C 2.828 -0.784 -2.742
C 0.416 -2.603 4.548
C 0.730 -2.678 5.897
C 1.395 -3.793 6.381
C 1.731 -4.826 5.520
C 1.411 -4.744 4.174
C 0.747 -3.631 3.686
H 1.465 -0.029 4.862
H 0.714 0.901 3.540
H 1.521 -1.317 2.175
H 2.850 -1.213 3.345
H 3.273 1.150 2.569
H 1.872 1.010 1.498
H 4.418 -0.662 1.301
H 3.905 0.628 0.187
H 5.388 -1.882 -0.817
H 6.592 -1.566 -2.946
H 5.387 -0.772 -4.940
H 2.968 -0.299 -4.820
H 1.769 -0.590 -2.663
H 0.457 -1.870 6.558
H 1.654 -3.854 7.427
H 2.239 -5.698 5.900
H 1.684 -5.544 3.503
H 0.483 -3.548 2.641
O -0.902 -0.236 -4.308
C -0.943 0.097 -3.111
O -0.855 -0.621 -2.106
C -1.080 1.662 -2.933
N -1.252 2.155 -4.318
C -0.155 3.088 -4.636
C 0.978 2.585 -3.750
C 0.242 2.262 -2.450
H -1.919 1.886 -2.273
H -2.176 2.529 -4.525
H -1.112 1.138 -4.805
H -0.439 4.106 -4.354
H 0.079 3.061 -5.699
H 1.756 3.330 -3.609
H 1.421 1.680 -4.167
H 0.063 3.173 -1.877
H 0.776 1.558 -1.814
O -1.820 1.237 -0.134
C -1.011 1.766 0.663
O -0.256 1.068 1.379
C -0.905 3.256 0.667
C -2.001 4.055 0.343
C -1.855 5.426 0.202
C -0.607 6.007 0.351
C 0.480 5.204 0.679
C 0.339 3.836 0.859
N 1.798 5.785 0.771
O 1.910 6.967 0.534
O 2.714 5.038 1.056
H -2.961 3.586 0.202
H -2.710 6.033 -0.049
H -0.454 7.067 0.224
H 1.201 3.236 1.107
C -2.303 -4.291 1.672
C -1.257 -4.297 0.619
N -0.663 -3.248 0.074
C 0.202 -3.747 -0.869
C 0.131 -5.106 -0.882
N -0.793 -5.439 0.068
H -2.266 -3.349 2.214
H -2.158 -5.118 2.366
H -3.292 -4.392 1.220
H 0.800 -3.099 -1.481
H 0.650 -5.838 -1.464
H -1.092 -6.373 0.304
C -3.450 -1.608 0.069
C -4.072 -0.376 -0.355
C -4.651 0.515 0.579
C -5.086 1.761 0.216
C -4.975 2.178 -1.118
C -4.498 1.275 -2.079
C -4.079 0.022 -1.713
C -5.282 3.495 -1.484
N -5.471 4.587 -1.793
H -3.483 -2.373 -0.716
H -3.876 -1.976 1.007
H -4.719 0.211 1.616
H -5.506 2.435 0.952
H -4.467 1.584 -3.117
H -3.721 -0.666 -2.471

Values from the calculation:
gap between HOMO and LUMO: 6.7 eV
HOMO level: -9.21 eV
E_LUMO: -2.55 eV
calculated total energy: -121296.8072 eV
charge: +1

Let us look at the Mulliken charges, expressed in e, one per atom:
1. Lu 1.91
2. O -0.38
3. S -0.16
4. C -0.75
5. C 0.43
6. C -0.51
7. C -1.27
8. S 0.54
9. O 0.05
10. C 0.45
11. C -0.66
12. C -0.69
13. C -0.60
14. C -0.79
15. C -0.20
16. C 0.59
17. C -0.58
18. C -0.68
19. C -0.51
20. C -0.89
21. C -0.10
22. H 0.76
23. H 0.16
24. H -0.62
25. H 0.64
26. H 0.82
27. H -0.52
28. H 0.52
29. H 0.59
30. H 0.46
31. H 0.42
32. H 0.41
33. H 0.50
34. H 0.43
35. H 0.47
36. H 0.42
37. H 0.41
38. H 0.48
39. H 0.45
40. O -0.85
41. C 0.07
42. O -0.38
43. C 0.72
44. N 0.19
45. C -0.72
46. C -0.46
47. C 0.41
48. H -0.77
49. H 0.35
50. H 0.53
51. H 0.32
52. H 0.45
53. H 0.48
54. H -0.03
55. H 0.01
56. H -0.43
57. O -0.09
58. C -0.22
59. O 0.04
60. C 0.19
61. C 0.14
62. C -0.90
63. C -0.53
64. C -0.47
65. C -0.42
66. N 1.06
67. O -0.62
68. O -0.62
69. H 0.52
70. H 0.50
71. H 0.53
72. H 0.78
73. C -1.23
74. C 0.05
75. N 0.57
76. C -0.31
77. C -1.02
78. N 0.00
79. H -0.02
80. H 0.53
81. H 0.41
82. H 0.29
83. H 0.45
84. H 0.21
85. C -1.65
86. C 0.70
87. C -0.87
88. C -0.61
89. C 0.14
90. C -0.52
91. C -0.29
92. C 0.21
93. N -0.62
94. H 0.45
95. H 0.40
96. H 0.41
97. H 0.49
98. H 0.66
99. H 0.36